Computed, not measured: C63H51BrMnN11O2PS2Se as an isolated structure, with wB97M-V/def2-TZVPD.

Values from the calculation:
LUMO (spin up / spin down), eV: -7.4 / -7.2
Electronic energy, Ha: -10447.5928
Charge: +2
Multiplicity: 2

Last column: Löwdin spin population.
Atoms and positions in Å:
Mn (-0.4859, 0.5558, -0.6050)  -0.02
C (1.7218, -4.7713, -0.0480)  0.00
N (1.4357, -3.6008, -0.8617)  0.00
C (1.2300, -2.3241, -0.4374)  0.00
N (0.9959, -1.5129, -1.4558)  0.00
C (1.0873, -2.2857, -2.5964)  0.00
C (1.3416, -3.6006, -2.2261)  0.00
C (1.3311, -4.8668, -2.9851)  0.00
C (0.1394, -5.2945, -3.5664)  0.00
C (0.0744, -6.5283, -4.1945)  0.00
C (1.1991, -7.3387, -4.2534)  0.00
C (2.3942, -6.9087, -3.6955)  0.00
C (2.4594, -5.6805, -3.0560)  0.00
C (1.0364, -1.8548, -4.0163)  0.00
C (0.2513, -0.8161, -4.5214)  0.00
C (0.1839, -0.5581, -5.8830)  0.00
C (0.8961, -1.3332, -6.7825)  0.00
C (1.7269, -2.3313, -6.2974)  0.00
C (1.8097, -2.5748, -4.9375)  0.00
P (1.2054, -1.9811, 1.3512)  0.00
C (1.8930, -0.3069, 1.3614)  0.01
N (1.8111, 0.5902, 0.3918)  0.01
C (2.8454, 1.4865, 0.6148)  0.02
C (3.4815, 1.1411, 1.8019)  0.05
N (2.8782, 0.0044, 2.2493)  0.02
C (3.1579, -0.6485, 3.5175)  0.00
C (4.4668, 1.8969, 2.5927)  0.00
C (5.6955, 1.3576, 2.9658)  0.00
C (6.5738, 2.0988, 3.7413)  0.00
C (6.2284, 3.3762, 4.1571)  0.00
C (5.0071, 3.9214, 3.7880)  0.00
C (4.1309, 3.1854, 3.0067)  0.00
C (3.4148, 2.5114, -0.2755)  0.25
C (2.9767, 4.2029, -2.2167)  0.03
C (4.1658, 5.1134, -2.1156)  0.18
C (5.3379, 4.7308, -1.5720)  0.01
C (5.6361, 3.4773, -0.9630)  0.24
C (4.7910, 2.5175, -0.4056)  -0.01
C (-0.5833, -1.6491, 1.4480)  0.00
N (-1.3226, -1.1892, 0.4519)  0.00
C (-2.6270, -1.5314, 0.7307)  0.00
C (-2.6666, -2.1826, 1.9483)  0.00
N (-1.3677, -2.2499, 2.3727)  0.00
C (-0.9279, -2.7199, 3.6764)  0.00
C (-3.7235, -2.7771, 2.7944)  0.00
C (-4.2242, -2.0674, 3.8836)  0.00
C (-5.1200, -2.6784, 4.7482)  0.00
C (-5.5136, -3.9914, 4.5324)  0.00
C (-5.0276, -4.6943, 3.4387)  0.00
C (-4.1258, -4.0938, 2.5738)  0.00
C (-3.7518, -1.0317, -0.0945)  0.00
C (-5.1005, -1.5770, 0.2678)  0.00
C (-6.2708, -1.2745, -0.3097)  0.00
C (-6.5772, -0.3034, -1.3572)  0.00
C (-5.7291, 0.5438, -1.9450)  0.00
C (-4.2624, 0.5471, -1.6893)  0.00
H (1.2871, -4.6603, 0.9416)  0.00
H (2.7967, -4.9197, 0.0560)  0.00
H (1.2996, -5.6516, -0.5246)  0.00
H (-0.7352, -4.6577, -3.5089)  0.00
H (-0.8581, -6.8627, -4.6296)  0.00
H (1.1426, -8.3069, -4.7323)  0.00
H (3.2760, -7.5332, -3.7487)  0.00
H (3.3912, -5.3424, -2.6177)  0.00
H (-0.3263, -0.1957, -3.8583)  0.00
H (-0.4408, 0.2520, -6.2377)  0.00
H (0.8151, -1.1516, -7.8456)  0.00
H (2.3231, -2.9221, -6.9804)  0.00
H (2.4975, -3.3273, -4.5844)  0.00
H (4.2086, -0.9172, 3.5843)  0.00
H (2.5510, -1.5448, 3.6036)  0.00
H (2.9144, 0.0247, 4.3389)  0.00
H (5.9814, 0.3681, 2.6280)  0.00
H (7.5280, 1.6763, 4.0265)  0.00
H (6.9151, 3.9482, 4.7667)  0.00
H (4.7317, 4.9142, 4.1181)  0.00
H (3.1692, 3.5995, 2.7264)  0.00
H (2.1256, 4.8080, -2.5509)  0.00
H (4.0793, 6.1010, -2.5504)  0.01
H (6.1673, 5.4259, -1.6424)  0.00
H (6.6936, 3.2598, -0.8668)  0.01
H (5.3025, 1.6663, 0.0255)  0.00
H (-0.9797, -1.9019, 4.3950)  0.00
H (0.0977, -3.0745, 3.6029)  0.00
H (-1.5702, -3.5272, 4.0164)  0.00
H (-3.9119, -1.0424, 4.0330)  0.00
H (-5.5073, -2.1320, 5.5979)  0.00
H (-6.2062, -4.4691, 5.2123)  0.00
H (-5.3413, -5.7145, 3.2624)  0.00
H (-3.7298, -4.6387, 1.7249)  0.00
H (-5.1182, -2.2611, 1.0996)  0.00
H (-7.1379, -1.7934, 0.0810)  0.00
H (-7.6192, -0.2546, -1.6470)  0.00
H (-6.1002, 1.2632, -2.6636)  0.00
H (-3.7315, 1.2365, -2.3393)  0.00
Br (0.1422, 4.3463, 0.3213)  0.01
C (1.1426, 3.2299, -0.8114)  0.03
C (2.5757, 3.6334, -0.8195)  0.04
C (3.1874, 3.1140, -3.2082)  0.06
C (2.4593, 1.9746, -3.2475)  0.00
C (1.3722, 1.5738, -2.4447)  0.01
N (0.6677, 2.1906, -1.4614)  0.00
H (2.6901, 4.4702, -0.1254)  0.01
H (3.9901, 3.2426, -3.9233)  0.00
H (2.7149, 1.2442, -4.0067)  0.00
H (0.9733, 0.6083, -2.7002)  0.00
Se (-2.9474, 3.4035, -0.8520)  0.00
C (-1.9365, 3.5954, -2.3637)  0.00
N (-1.2757, 3.7445, -3.2954)  0.00
N (-3.6706, 7.0518, 3.5268)  0.00
C (-3.2262, 5.7956, 3.2985)  0.00
C (-1.8576, 5.4829, 3.4202)  0.00
C (-1.4040, 4.2039, 3.2027)  0.00
C (-2.3078, 3.2017, 2.8606)  0.00
C (-3.6647, 3.4927, 2.7155)  0.00
C (-4.1212, 4.7724, 2.9325)  0.00
S (-1.7609, 1.5838, 2.4870)  0.00
O (-2.9321, 0.7216, 2.5483)  0.00
O (-0.6173, 1.1816, 3.2470)  0.00
N (-1.2693, 1.6850, 0.9013)  -0.01
C (-2.1261, 1.6348, -0.1385)  0.00
S (-3.8603, 0.8673, 0.0981)  0.00
C (-3.6468, -0.8714, -1.6351)  0.00
C (-2.2996, -0.8433, -2.2975)  0.00
N (-1.3572, -0.1314, -1.9075)  0.04
H (-3.0408, 7.7721, 3.8292)  0.00
H (-4.6503, 7.2650, 3.4998)  0.00
H (-1.1637, 6.2620, 3.7098)  0.00
H (-0.3544, 3.9640, 3.3163)  0.00
H (-4.3580, 2.6987, 2.4805)  0.00
H (-5.1786, 4.9883, 2.8470)  0.00
H (-4.2702, -1.6116, -2.1329)  0.00
H (-2.2025, -1.4093, -3.2265)  0.00

Atomic forces in eV per Å
-1.8 0.4 1.4
0.1 -0.2 0.1
0.0 0.0 0.0
0.2 0.0 0.0
0.5 -0.1 -0.1
0.1 -0.4 0.2
-0.2 0.2 -0.1
0.0 -0.1 0.1
0.0 0.0 0.0
0.0 0.0 0.0
0.0 0.0 0.0
0.1 0.0 0.0
0.0 0.1 0.0
0.1 0.1 -0.1
0.0 0.0 0.1
0.0 0.0 0.0
0.0 0.0 0.0
0.1 0.0 0.0
0.0 0.1 0.1
-0.5 0.4 -0.2
0.2 0.1 -0.1
-0.1 -0.2 0.0
0.2 -0.2 0.5
-0.1 0.2 -0.1
0.0 0.2 -0.3
0.0 0.0 0.2
0.0 0.0 0.1
0.0 0.0 -0.1
0.0 0.0 0.0
0.0 0.1 0.0
0.0 0.0 0.0
0.0 0.0 0.0
0.0 -0.2 -0.1
0.2 -0.2 0.4
0.0 0.1 0.0
-0.1 0.1 0.0
0.0 -0.1 -0.1
0.0 0.0 -0.1
-0.2 -0.3 -0.1
0.4 0.4 0.2
0.2 -0.1 0.1
0.0 -0.1 -0.2
0.0 0.0 0.0
0.0 0.0 0.2
0.1 -0.1 0.1
0.0 0.0 -0.1
0.0 0.0 0.0
-0.1 0.0 0.0
0.0 0.0 0.0
0.0 0.1 0.0
0.3 0.3 0.1
-0.2 0.2 0.0
0.1 -0.1 0.1
0.0 0.2 -0.2
-0.1 0.0 0.1
-0.1 -0.2 0.0
0.0 0.0 0.0
0.0 0.0 0.0
0.0 0.0 0.0
0.0 0.0 0.0
0.0 0.0 0.0
0.0 0.0 0.0
0.0 0.0 0.0
0.0 0.0 0.0
-0.2 -0.1 0.1
0.0 0.0 0.0
0.0 0.0 0.0
0.0 0.0 0.0
0.0 -0.1 0.0
0.0 0.0 0.0
0.0 0.0 0.0
0.0 0.0 0.0
0.0 0.0 0.0
0.0 0.0 0.0
0.0 0.0 0.0
0.0 0.0 0.0
0.0 0.0 0.0
-0.1 0.0 -0.2
0.0 0.0 0.0
0.0 0.0 0.0
0.0 0.0 0.0
0.0 0.0 0.0
0.0 0.0 0.0
0.0 0.0 0.0
0.0 0.0 -0.1
0.0 0.0 0.0
0.0 0.0 0.0
0.0 0.0 0.0
0.0 0.0 0.0
0.0 0.0 0.0
-0.1 -0.1 0.0
0.0 0.0 0.0
0.0 0.0 0.0
0.0 0.0 0.0
0.0 0.0 0.1
0.2 -0.7 -0.7
-0.5 0.2 0.1
0.5 0.1 -0.1
-0.2 0.1 0.3
0.0 -0.2 -0.4
0.2 0.6 0.3
0.3 0.7 0.1
0.0 0.0 0.0
0.0 0.0 -0.1
0.0 0.0 0.0
-0.1 -0.2 0.1
0.1 0.1 0.3
0.0 -0.1 -0.1
0.2 0.0 -0.1
0.0 0.2 0.0
0.0 -0.3 -0.1
0.0 0.2 0.0
-0.1 -0.2 0.0
0.0 -0.2 -0.1
0.2 0.0 0.2
0.1 0.1 0.0
-0.1 -0.3 -1.0
0.1 0.2 0.0
0.4 0.2 0.2
-0.1 -0.3 1.0
0.1 0.1 -0.2
0.1 0.0 -0.5
0.0 0.0 0.0
-0.3 0.1 0.1
0.5 -0.5 -1.4
-0.1 0.0 0.0
0.0 0.0 0.0
0.0 0.0 0.0
0.0 0.0 0.1
-0.1 0.0 0.0
0.0 0.0 0.0
-0.1 0.0 0.0
0.0 0.0 -0.1